(1)
This record from the OMol25 dataset describes a 2-piece molecular cluster, C13H24Cl3FNO overall at a distorted geometry. The level of theory is wB97M-V/def2-TZVPD.

ORCA input file:
```
! wB97M-V def2-TZVPD RIJCOSX def2/J DEFGRID3
* xyz 0 2
C 2.19813 -2.75924 0.63991
C 1.63214 -1.37689 0.11914
C 1.68365 -1.50215 -1.45646
C 0.12636 -1.30861 0.57397
C -0.21403 -0.33342 1.75534
F -0.44471 -1.08834 2.90984
C -1.57229 0.37305 1.36819
C -2.78996 -0.62925 1.35939
C -3.40490 -0.75019 -0.08239
Cl -4.10873 0.85324 -0.63860
C 0.82028 0.81953 2.01355
C 1.80939 0.98372 0.81489
C 2.91838 2.01462 1.28907
C 1.18890 1.58913 -0.47976
N 2.50032 -0.30578 0.63706
O 3.19792 -0.64843 1.65879
H 2.06371 -2.89348 1.72863
H 3.24291 -2.92975 0.29983
H 1.59672 -3.56478 0.14822
H 1.04911 -0.70249 -1.90738
H 1.26886 -2.47068 -1.79733
H 2.71563 -1.31551 -1.82632
H -0.49543 -1.11269 -0.32857
H -0.16120 -2.33436 0.90560
H -1.77451 1.24900 2.02468
H -1.52081 0.78526 0.33224
H -2.50262 -1.64075 1.71233
H -3.61518 -0.28259 2.01727
H -2.57221 -0.96726 -0.78552
H -4.20385 -1.51084 -0.14472
H 1.38635 0.53825 2.93360
H 0.29855 1.76756 2.28094
H 3.70988 2.03998 0.50558
H 3.31976 1.77418 2.28754
H 2.40707 3.00603 1.32244
H 0.25106 1.08062 -0.80091
H 1.89963 1.48961 -1.32657
H 1.01544 2.67246 -0.31310
C -3.04692 1.94281 -4.23091
Cl -3.94831 1.35625 -5.63355
Cl -1.30969 1.66967 -4.42131
H -3.22501 3.00784 -4.11864
H -3.38980 1.41463 -3.34599
*
```

As for the LUMO energy (spin up / spin down): 0.587 / 0.106 eV. The frontier orbital gap (spin up / spin down) comes out at 9.3 / 9.9 eV. The HOMO energy (spin up / spin down) is -8.67 / -9.75 eV. Its calculated total energy is -2120.08864 Eh. For the strongest force on any atom, the calculation gives 0.0610 hartree/bohr.



(2)
This record from the OMol25 dataset describes C15H22N3NaOSe as an isolated structure at a distorted geometry. The level of theory is wB97M-V/def2-TZVPD.

ORCA input file:
```
! wB97M-V def2-TZVPD RIJCOSX def2/J DEFGRID3
* xyz 2 1
Na -5.67219 -1.10550 -1.94580
C 2.24461 -0.28868 -1.61257
C 1.96603 -1.62723 -2.31530
C 1.37257 -2.72615 -1.42871
C -0.10211 -2.57479 -1.08379
N -0.38166 -1.44793 -0.15195
C -0.96576 -0.28028 -0.42369
Se -1.43973 0.28841 -2.17326
N -1.01293 0.48046 0.67150
C -1.54377 1.86601 0.80665
C -0.43540 2.87842 1.06271
C 0.55005 3.01776 -0.09396
C -0.05418 3.68093 -1.33525
C -0.45799 -0.24644 1.72296
C -0.31359 0.05726 3.08082
C 0.26648 -0.91282 3.85973
C 0.69076 -2.15047 3.31938
C 0.54013 -2.44992 1.98783
C -0.05336 -1.46087 1.19946
H 2.84934 0.36460 -2.24622
H 2.79435 -0.43921 -0.67750
H 1.33800 0.27601 -1.36499
H 2.90762 -2.00761 -2.71373
H 1.32210 -1.47703 -3.18977
H 1.96031 -2.82034 -0.51035
H 1.44818 -3.68730 -1.93868
H -0.48925 -3.47237 -0.60613
H -0.68561 -2.41051 -1.98349
H -2.26534 1.84963 1.61862
H -2.08109 2.09882 -0.10449
H 0.09374 2.61065 1.97895
H -0.92387 3.83686 1.25816
H 0.97739 2.03624 -0.34057
H 1.39220 3.61564 0.25395
H -0.91015 3.13467 -1.73840
H 0.68091 3.76268 -2.13744
H -0.40216 4.69213 -1.10506
H -0.65039 0.99507 3.50659
H 0.40116 -0.72735 4.91936
H 1.14300 -2.88261 3.97679
H 0.85382 -3.40537 1.58138
O -3.75591 -0.70979 -1.32432
N -3.19634 -0.23166 -2.25940
*
```

As for the LUMO energy: -7.862 eV. Its energy above the lowest of the compared OMol25 structures with the same formula, charge and spin is 17.2 kJ/mol. The frontier orbital gap comes out at 7.3 eV. The HOMO energy is -15.20 eV. Its calculated total energy is -3387.44040 Eh. For the strongest force on any atom, the calculation gives 0.0355 hartree/bohr.



(3)
This record from the OMol25 dataset describes a 2-piece molecular cluster, C4H10O overall at a distorted geometry. The level of theory is wB97M-V/def2-TZVPD.

ORCA input file:
```
! wB97M-V def2-TZVPD RIJCOSX def2/J DEFGRID3
* xyz 0 1
C 1.42381 0.89223 0.52316
C 2.34924 0.18124 -0.26349
C 2.55008 -1.29995 -0.03258
H 1.28512 1.84844 0.45722
H 0.63715 0.34460 0.99790
H 2.71810 0.55626 -1.23020
H 3.03458 -1.37538 0.97899
H 1.50945 -1.63819 0.28834
H 2.89475 -1.96583 -0.83059
C -2.89934 0.77689 -0.22649
O -3.12012 -0.46861 0.51017
H -3.24238 0.74340 -1.29164
H -3.65781 1.43732 0.07602
H -1.82438 1.04476 -0.02604
H -3.65825 -1.07718 0.06923
*
```

As for the LUMO energy: 0.942 eV. Its energy above the lowest of the compared OMol25 structures with the same formula, charge and spin is 295.6 kJ/mol. The frontier orbital gap comes out at 9.9 eV. The HOMO energy is -8.97 eV. As for the structure (SMILES): C=CC.CO. Its calculated total energy is -233.53236 Eh. For the strongest force on any atom, the calculation gives 0.1522 hartree/bohr.



(4)
This record from the OMol25 dataset describes one molecule with the formula C9H8N2O2 at a distorted geometry. The level of theory is wB97M-V/def2-TZVPD.

ORCA input file:
```
! wB97M-V def2-TZVPD RIJCOSX def2/J DEFGRID3
* xyz 0 1
O -3.52786 -0.70538 -2.11811
N -1.50761 -0.16991 -2.98472
O -0.24061 0.07684 -2.39775
C -2.29337 -0.57217 -2.03617
C -1.50388 -0.80650 -0.85070
C 2.45078 1.42333 1.59055
C 1.15367 1.14937 2.08147
C 2.87920 1.06847 0.33482
C 0.18078 0.58917 1.16587
C 1.93367 0.47072 -0.52955
C 0.68132 0.19308 -0.12429
N -0.28207 -0.35903 -1.04731
C -2.13388 -1.73399 0.18604
H 3.10082 1.92246 2.29142
H 0.68207 1.41485 3.10920
H 3.84686 1.32436 0.06313
H -0.77350 0.38634 1.55623
H 2.23004 0.26946 -1.61533
H -2.54501 -2.64427 -0.23935
H -1.42010 -2.11500 0.94095
H -2.91131 -1.18219 0.62358
*
```

As for the LUMO energy: -0.789 eV. Its energy above the lowest of the compared OMol25 structures with the same formula, charge and spin is 545.8 kJ/mol. The frontier orbital gap comes out at 7.6 eV. The HOMO energy is -8.35 eV. Its calculated total energy is -607.58200 Eh. For the strongest force on any atom, the calculation gives 0.0814 hartree/bohr.



Among the records above, which one has the lowest calculated total energy? C15H22N3NaOSe